No. 1
13
Properties=species:S:1:pos:R:3:forces:R:3 method="wB97M-V/def2-TZVPD" gap_ev=9.946 de_lowest_ev=1.199 multiplicity=1 molar_mass_g_mol=93.1 e_lumo_ev=0.3
H 0.8641 0.7688 -0.5112 -0.30 0.13 -0.41
O 0.2462 1.7192 -0.9869 0.32 0.11 0.14
N 1.0482 -0.4316 -0.0792 0.42 -0.27 -0.37
H 0.4781 1.8150 -1.9210 -0.12 0.05 0.22
H 2.0168 -0.6828 0.1282 -0.38 0.11 0.33
H 0.7707 -0.9979 -0.8856 -0.02 0.15 0.24
C 0.0655 -0.6511 1.0199 -0.06 0.48 -1.16
H 0.1151 -1.6675 1.3714 0.08 -0.12 0.56
H 0.2268 0.1252 1.7520 0.24 -0.21 0.60
C -1.3672 -0.4068 0.4867 -0.13 -0.23 0.13
O -2.2739 -0.6784 1.2439 0.14 0.04 -0.34
O -1.4405 0.0430 -0.7330 -0.41 0.38 0.37
H -0.7500 1.0448 -0.8851 0.24 -0.62 -0.30

No. 2
13
Properties=species:S:1:pos:R:3:forces:R:3 method="wB97M-V/def2-TZVPD" gap_ev=11.024 smiles=CCON(O)O de_lowest_ev=5.296 multiplicity=1 molar_mass_g_mol=93.1 e_lumo_ev=1.0
C -0.1531 0.5502 1.0188 1.47 0.91 -0.23
C -0.0805 -0.9029 1.4401 0.09 0.18 -0.33
N -0.0883 0.2188 -1.1823 -0.16 -0.86 -0.71
O 0.6766 0.8716 -0.2084 -1.94 -1.08 0.83
O 0.8280 -0.5444 -1.9559 0.23 0.45 0.12
O -0.6463 1.1598 -2.0238 0.25 0.28 0.01
H 0.4277 -1.4244 -2.0292 -0.13 0.39 0.18
H 0.0623 1.7516 -2.3426 0.06 -0.21 0.13
H 0.3449 1.1973 1.7380 -0.12 -0.04 0.27
H -1.1818 0.8966 0.8913 0.22 0.01 -0.31
H -0.4871 -1.0026 2.4496 0.02 0.00 -0.08
H -0.6597 -1.5335 0.7645 0.04 0.00 0.07
H 0.9574 -1.2380 1.4399 -0.05 -0.03 0.06